# 1
Below is a molecular structure, C44H121F2N12O15PbS2 at a distorted geometry, with properties calculated with ωB97M-V/def2-TZVPD.

Values from the calculation:
2S+1 = 2
F_max = 9.201 eV Å⁻¹
gap between HOMO and LUMO (alpha / beta) = 5.46 / 6.79 eV
<S²> = 0.7604
total charge = 0

```
197
Properties=species:S:1:pos:R:3:lowdin_spin:R:1
Pb -5.363 -11.477 16.365 0.358
N -6.163 -9.348 17.182 0.067
S -5.712 -7.922 17.018 0.081
O -4.812 -7.346 18.066 0.065
O -6.474 -7.042 16.140 0.046
F -4.602 -8.376 15.947 0.005
S -7.375 -8.826 18.220 0.093
O -8.444 -7.851 17.860 0.067
O -6.954 -8.864 19.602 0.036
F -8.146 -10.274 18.148 0.009
C -6.106 -5.916 21.248 0.000
C -6.219 -6.687 22.540 0.000
C -7.568 -6.361 23.241 0.000
O -7.700 -4.952 23.694 0.000
C -8.939 -4.594 24.093 0.000
N -6.018 -8.113 22.231 0.000
H -6.970 -5.950 20.585 0.000
H -5.366 -6.274 20.532 0.000
H -5.939 -4.860 21.463 0.000
H -5.427 -6.336 23.202 0.000
H -7.734 -6.904 24.171 0.000
H -8.353 -6.554 22.509 0.000
H -9.017 -3.510 24.177 0.000
H -9.096 -5.013 25.087 0.000
H -9.752 -4.956 23.463 0.000
H -6.540 -8.327 21.394 0.000
H -6.494 -8.616 22.966 0.000
C -9.268 -12.288 15.609 0.002
C -8.259 -12.020 14.489 0.004
C -8.084 -10.491 14.249 0.013
O -9.262 -9.682 14.284 0.003
C -9.037 -8.352 13.936 0.000
N -7.062 -12.750 14.855 0.016
H -8.947 -12.092 16.632 0.001
H -9.416 -13.368 15.633 0.000
H -10.228 -11.804 15.430 0.000
H -8.700 -12.354 13.550 0.000
H -7.554 -10.300 13.317 0.000
H -7.477 -10.095 15.063 0.014
H -8.322 -7.914 14.633 0.000
H -9.900 -7.709 14.105 0.000
H -8.612 -8.123 12.959 0.000
H -7.240 -13.733 15.005 0.002
H -6.665 -12.803 13.927 0.003
C -6.716 -15.594 23.497 0.000
C -6.319 -14.781 22.270 0.000
C -7.082 -13.463 22.115 0.000
O -6.589 -12.644 21.020 0.000
C -6.158 -11.297 21.353 0.001
N -4.899 -14.432 22.336 0.000
H -6.150 -16.525 23.500 0.000
H -7.782 -15.819 23.481 0.000
H -6.606 -15.001 24.405 0.000
H -6.270 -15.364 21.350 0.000
H -7.114 -12.899 23.047 0.000
H -8.128 -13.729 21.962 0.000
H -5.350 -11.330 22.083 0.000
H -6.967 -10.675 21.737 0.000
H -5.855 -10.942 20.368 0.000
H -4.586 -13.851 21.571 0.000
H -4.316 -15.242 22.179 0.000
C -14.440 -12.875 17.630 0.000
C -14.571 -11.349 17.676 0.000
C -13.540 -10.654 16.832 0.000
O -12.301 -10.749 17.507 0.000
C -11.323 -9.796 16.977 0.000
N -15.981 -11.015 17.322 0.000
H -13.580 -13.097 18.261 0.000
H -14.356 -13.290 16.625 0.000
H -15.303 -13.320 18.125 0.000
H -14.524 -11.014 18.712 0.000
H -13.800 -9.606 16.679 0.000
H -13.497 -10.929 15.778 0.000
H -10.307 -9.831 17.370 0.000
H -11.660 -8.796 17.250 0.000
H -11.247 -9.839 15.891 0.000
H -16.087 -11.428 16.407 0.000
H -16.598 -11.578 17.890 0.000
C -3.046 -10.296 12.262 0.000
C -4.081 -9.762 13.269 0.002
C -5.051 -8.662 12.746 0.001
O -4.534 -7.345 12.570 0.000
C -5.481 -6.431 11.962 0.000
N -4.805 -10.963 13.645 0.016
H -2.526 -11.194 12.597 0.000
H -2.329 -9.487 12.122 0.000
H -3.528 -10.608 11.336 0.000
H -3.622 -9.457 14.209 0.001
H -5.838 -8.479 13.479 0.000
H -5.572 -8.951 11.833 0.000
H -6.429 -6.224 12.460 0.000
H -5.551 -6.735 10.917 0.000
H -4.974 -5.474 11.838 0.000
H -4.146 -11.635 14.012 0.023
H -5.193 -11.443 12.845 0.000
C -2.291 -9.211 21.982 0.000
C -2.672 -8.344 20.796 0.000
C -1.739 -8.454 19.564 0.000
O -0.372 -8.132 19.804 0.000
C 0.415 -8.069 18.670 0.000
N -4.042 -8.695 20.361 0.000
H -2.331 -10.271 21.731 0.000
H -2.968 -9.041 22.819 0.000
H -1.250 -9.045 22.259 0.000
H -2.695 -7.305 21.126 0.000
H -2.178 -7.791 18.818 0.000
H -1.894 -9.397 19.041 0.000
H 0.023 -7.481 17.840 0.000
H 0.655 -9.118 18.494 0.000
H 1.370 -7.585 18.869 0.000
H -4.568 -8.448 21.187 0.000
H -4.352 -8.007 19.690 0.000
C -4.867 -14.832 18.019 0.018
C -6.324 -14.416 17.789 0.008
C -7.413 -15.302 18.427 0.001
O -8.656 -14.950 17.885 0.000
C -9.745 -15.594 18.518 0.000
N -6.483 -13.039 18.166 0.010
H -4.546 -14.583 19.030 0.000
H -4.322 -14.364 17.198 0.023
H -4.610 -15.858 17.758 0.001
H -6.534 -14.541 16.726 0.003
H -7.396 -15.221 19.514 0.000
H -7.186 -16.361 18.304 0.000
H -9.590 -16.670 18.597 0.000
H -10.627 -15.433 17.898 0.000
H -9.990 -15.310 19.541 0.000
H -6.132 -12.942 19.108 0.001
H -7.462 -12.966 18.403 0.001
C -2.057 -4.754 16.107 0.000
C -2.005 -5.314 14.673 0.000
C -1.502 -6.833 14.586 0.000
O -0.132 -6.892 15.052 0.000
C 0.444 -8.230 15.014 0.000
N -3.381 -5.221 14.143 0.000
H -2.416 -3.734 16.245 0.000
H -1.080 -4.747 16.590 0.000
H -2.723 -5.360 16.722 0.000
H -1.284 -4.758 14.073 0.000
H -1.554 -7.204 13.562 0.000
H -2.175 -7.431 15.200 0.000
H 1.473 -8.201 15.372 0.000
H 0.587 -8.709 14.046 0.000
H -0.161 -8.904 15.621 0.000
H -3.760 -6.056 13.720 0.000
H -4.015 -5.136 14.925 0.000
C -5.519 -4.083 18.131 0.000
C -5.634 -3.362 16.783 0.000
C -4.824 -2.002 16.595 0.000
O -5.075 -1.325 15.372 0.000
C -4.396 -1.766 14.204 0.000
N -5.580 -4.336 15.688 0.000
H -6.072 -5.020 18.069 0.000
H -5.835 -3.359 18.881 0.000
H -4.447 -4.280 18.143 0.000
H -6.679 -3.052 16.771 0.000
H -3.752 -2.056 16.788 0.000
H -5.274 -1.344 17.338 0.000
H -4.461 -0.975 13.457 0.000
H -4.806 -2.726 13.890 0.000
H -3.360 -1.992 14.456 0.000
H -5.860 -3.875 14.834 0.000
H -6.220 -5.096 15.870 0.000
C -10.039 -12.041 19.803 0.000
C -11.433 -12.434 20.272 0.000
C -11.453 -13.021 21.702 0.000
O -11.044 -14.428 21.626 0.000
C -11.446 -15.151 22.734 0.000
N -12.293 -11.239 20.107 0.000
H -9.689 -11.146 20.319 0.000
H -9.908 -11.940 18.726 0.000
H -9.345 -12.841 20.058 0.000
H -11.915 -13.189 19.649 0.000
H -12.398 -12.923 22.235 0.000
H -10.756 -12.497 22.355 0.000
H -11.060 -16.171 22.740 0.000
H -12.517 -15.275 22.894 0.000
H -10.880 -14.689 23.543 0.000
H -13.242 -11.503 20.330 0.000
H -12.311 -11.018 19.121 0.000
C -10.606 -7.845 20.226 0.001
C -11.769 -7.686 21.260 0.000
C -12.371 -6.220 21.430 0.000
O -11.387 -5.169 21.323 0.000
C -11.850 -3.856 21.625 0.000
N -12.812 -8.587 20.992 0.000
H -9.752 -7.295 20.624 0.000
H -10.891 -7.392 19.277 0.000
H -10.293 -8.874 20.051 0.000
H -11.269 -7.878 22.209 0.000
H -12.769 -6.078 22.435 0.000
H -13.137 -6.207 20.655 0.000
H -12.384 -3.856 22.575 0.000
H -12.535 -3.524 20.844 0.000
H -11.122 -3.046 21.585 0.000
H -12.317 -9.442 20.782 0.000
H -13.011 -8.264 20.056 0.000
```


# 2
Below is 11 unconnected molecules or ions with the total composition C44H121N11O11 at a distorted geometry, with properties calculated with ωB97M-V/def2-TZVPD.

Values from the calculation:
SMILES string = COC[C@H](C)N.COC[C@H](C)N.COC[C@H](C)N.COC[C@H](C)N.COC[C@H](C)N.COC[C@H](C)N.COC[C@H](C)N.COC[C@H](C)N.COC[C@H](C)N.COC[C@H](C)N.COC[C@H](C)N
relative energy (zero: lowest compared OMol25 entry of this formula, charge and spin) = 139.7 kcal/mol
F_max = 4.104 eV Å⁻¹
gap between HOMO and LUMO = 9.19 eV
total charge = 0

```
187
Properties=species:S:1:pos:R:3:lowdin_charge:R:1
C -2.686 -1.324 8.074 -0.067
C -3.859 -2.300 7.974 -0.445
C -4.141 -3.011 9.343 -0.200
O -5.190 -3.958 9.203 -0.187
C -5.415 -4.775 10.320 -0.122
N -5.010 -1.560 7.490 0.032
H -1.818 -1.941 8.309 0.074
H -2.888 -0.621 8.882 0.077
H -2.446 -0.790 7.154 0.076
H -3.637 -3.097 7.264 0.134
H -4.363 -2.185 10.019 0.121
H -3.221 -3.512 9.644 0.121
H -6.341 -5.342 10.226 0.088
H -5.580 -4.171 11.212 0.082
H -4.570 -5.430 10.532 0.086
H -5.216 -0.889 8.217 0.066
H -5.837 -2.138 7.445 0.066
C 6.405 1.827 8.299 -0.069
C 5.221 2.721 8.218 -0.519
C 4.092 2.230 7.340 -0.168
O 4.372 2.008 5.919 -0.195
C 4.184 3.101 5.051 -0.111
N 4.816 3.215 9.495 0.047
H 6.843 1.665 7.314 0.083
H 6.090 0.857 8.682 0.082
H 7.209 2.167 8.951 0.080
H 5.561 3.608 7.682 0.128
H 3.180 2.797 7.528 0.124
H 3.820 1.257 7.750 0.120
H 4.813 3.849 5.532 0.076
H 3.172 3.505 5.066 0.084
H 4.543 2.881 4.045 0.090
H 5.599 3.611 9.995 0.077
H 4.678 2.313 9.926 0.070
C 5.376 -6.863 5.382 -0.065
C 5.907 -8.107 6.025 -0.481
C 7.009 -8.726 5.240 -0.231
O 6.457 -9.494 4.155 -0.183
C 7.495 -10.251 3.456 -0.083
N 6.296 -7.771 7.374 0.030
H 4.583 -6.441 5.999 0.080
H 4.862 -7.177 4.473 0.082
H 6.138 -6.117 5.156 0.085
H 5.141 -8.870 6.159 0.144
H 7.644 -9.311 5.906 0.114
H 7.752 -8.008 4.892 0.122
H 8.314 -9.597 3.155 0.082
H 6.944 -10.659 2.609 0.083
H 7.874 -11.114 4.004 0.080
H 6.806 -8.480 7.881 0.071
H 6.753 -6.872 7.409 0.069
C 3.622 11.758 -4.844 -0.064
C 3.462 11.815 -3.301 -0.452
C 3.505 10.414 -2.711 -0.199
O 2.318 9.676 -3.055 -0.186
C 2.189 8.415 -2.434 -0.115
N 4.475 12.733 -2.832 0.028
H 4.587 11.339 -5.130 0.077
H 3.360 12.728 -5.266 0.074
H 2.837 11.129 -5.263 0.069
H 2.510 12.313 -3.116 0.139
H 3.557 10.497 -1.625 0.116
H 4.441 10.012 -3.098 0.125
H 2.456 8.545 -1.386 0.075
H 2.854 7.622 -2.776 0.085
H 1.131 8.157 -2.477 0.090
H 5.451 12.508 -2.964 0.072
H 4.352 12.809 -1.832 0.066
C -8.924 4.851 0.241 -0.058
C -8.840 3.522 0.984 -0.482
C -9.184 3.585 2.456 -0.191
O -8.546 4.691 3.120 -0.198
C -7.165 4.592 3.247 -0.125
N -9.779 2.606 0.362 0.040
H -8.254 5.631 0.603 0.072
H -9.903 5.325 0.177 0.084
H -8.592 4.633 -0.774 0.074
H -7.802 3.210 0.870 0.127
H -9.055 2.603 2.911 0.121
H -10.248 3.806 2.534 0.130
H -6.639 4.647 2.293 0.079
H -6.954 3.663 3.777 0.091
H -6.970 5.491 3.832 0.095
H -9.350 2.439 -0.536 0.072
H -9.608 1.748 0.868 0.068
C 13.218 -7.561 -3.959 -0.097
C 12.842 -6.931 -2.670 -0.440
C 11.283 -6.889 -2.375 -0.131
O 10.976 -6.175 -1.112 -0.224
C 9.564 -6.252 -0.782 -0.101
N 13.691 -7.504 -1.629 0.029
H 12.886 -6.936 -4.787 0.077
H 12.744 -8.510 -4.211 0.078
H 14.291 -7.707 -4.080 0.079
H 13.144 -5.894 -2.811 0.124
H 10.877 -7.891 -2.238 0.115
H 10.731 -6.355 -3.150 0.118
H 8.995 -5.757 -1.569 0.079
H 9.384 -5.865 0.220 0.085
H 9.239 -7.292 -0.812 0.074
H 14.654 -7.218 -1.733 0.069
H 13.400 -7.321 -0.679 0.064
C -3.847 5.902 -6.217 -0.062
C -3.427 7.059 -7.147 -0.436
C -3.429 6.720 -8.625 -0.197
O -2.323 5.872 -8.926 -0.182
C -1.989 5.803 -10.294 -0.118
N -4.278 8.210 -6.771 0.021
H -3.663 6.122 -5.166 0.073
H -3.346 5.022 -6.621 0.071
H -4.918 5.777 -6.375 0.073
H -2.426 7.368 -6.844 0.130
H -3.371 7.716 -9.064 0.119
H -4.336 6.181 -8.896 0.134
H -1.202 5.065 -10.454 0.088
H -1.754 6.787 -10.699 0.083
H -2.807 5.489 -10.942 0.080
H -3.853 8.690 -5.990 0.068
H -4.345 8.881 -7.524 0.055
C -1.029 1.290 0.623 -0.092
C -1.544 0.030 1.212 -0.432
C -0.399 -0.825 1.869 -0.166
O 0.701 -1.168 0.967 -0.193
C 1.773 -1.825 1.606 -0.121
N -2.579 0.437 2.204 0.029
H -0.539 1.881 1.397 0.084
H -1.770 1.974 0.208 0.075
H -0.353 1.019 -0.188 0.077
H -2.049 -0.581 0.463 0.129
H -0.888 -1.693 2.309 0.112
H -0.022 -0.290 2.740 0.119
H 2.493 -1.973 0.801 0.088
H 1.428 -2.794 1.964 0.084
H 2.250 -1.267 2.412 0.085
H -3.458 0.455 1.707 0.067
H -2.645 -0.213 2.974 0.056
C -3.781 -1.867 -4.801 -0.074
C -5.045 -1.155 -5.211 -0.428
C -5.616 -0.040 -4.241 -0.144
O -7.011 0.294 -4.429 -0.212
C -7.540 0.553 -5.731 -0.108
N -4.808 -0.612 -6.559 0.018
H -3.992 -2.579 -4.003 0.076
H -3.038 -1.161 -4.430 0.080
H -3.399 -2.473 -5.622 0.076
H -5.795 -1.935 -5.340 0.127
H -4.994 0.855 -4.211 0.119
H -5.677 -0.437 -3.228 0.118
H -8.592 0.835 -5.696 0.086
H -7.503 -0.327 -6.373 0.074
H -6.948 1.411 -6.051 0.091
H -4.554 -1.367 -7.180 0.064
H -5.605 -0.245 -7.059 0.037
C -8.465 -4.535 -0.723 -0.051
C -7.760 -4.639 0.686 -0.425
C -6.257 -4.754 0.661 -0.215
O -6.096 -6.119 0.336 -0.195
C -4.741 -6.500 0.286 -0.110
N -8.113 -3.412 1.366 0.018
H -8.052 -5.144 -1.528 0.066
H -8.456 -3.499 -1.062 0.065
H -9.525 -4.785 -0.672 0.064
H -8.122 -5.514 1.228 0.133
H -5.809 -4.548 1.633 0.124
H -5.915 -4.112 -0.150 0.134
H -4.672 -7.583 0.185 0.086
H -4.291 -6.197 1.231 0.085
H -4.217 -6.117 -0.590 0.086
H -7.373 -3.172 2.010 0.058
H -8.998 -3.462 1.850 0.075
C 1.425 1.832 -6.052 -0.077
C 1.840 0.777 -7.061 -0.460
C 2.340 -0.526 -6.508 -0.195
O 3.731 -0.506 -6.123 -0.185
C 4.047 -1.550 -5.183 -0.107
N 0.736 0.673 -7.996 0.028
H 1.229 2.779 -6.555 0.078
H 2.287 2.014 -5.411 0.077
H 0.602 1.549 -5.395 0.080
H 2.662 1.242 -7.605 0.140
H 2.193 -1.313 -7.247 0.126
H 1.761 -0.710 -5.604 0.119
H 3.528 -1.457 -4.229 0.077
H 5.082 -1.308 -4.941 0.086
H 3.874 -2.580 -5.493 0.084
H 0.468 1.573 -8.369 0.067
H -0.048 0.565 -7.368 0.062
```